No. 1
DFT (wB97M-V/def2-TZVPD) results for a cluster of 6 separate species, C27H49N6O in total in a non-equilibrium geometry.

As for the charge: -1. For the gap between HOMO and LUMO, the calculation gives 2.7 eV. For the energy relative to the best compared isomer or geometry (same formula, charge and spin), the calculation gives 243.4 kJ/mol. As for the total energy: -1461.840360 a.u.

```
83
Properties=species:S:1:pos:R:3:forces:R:3
C 3.288 -3.075 -0.408 -0.1 0.6 -0.1
C 2.241 -1.945 -0.539 0.4 -1.5 -0.4
C 1.011 -2.365 -1.408 1.1 0.8 0.9
N -0.245 -2.438 -0.611 -0.6 0.4 -1.8
C -1.215 -1.415 -1.005 -0.1 0.5 1.2
C -2.080 -0.904 0.174 -0.4 -0.3 -1.0
C -0.781 -3.702 -0.545 -1.8 1.1 0.3
C -2.293 -3.866 -0.459 0.3 0.7 0.6
O -0.126 -4.682 -0.509 2.0 -2.7 0.0
H 3.243 -3.473 0.613 0.1 -0.2 0.1
H 4.274 -2.616 -0.542 0.2 -0.2 0.2
H 2.728 -1.108 -1.034 -0.1 0.4 0.0
H 1.861 -1.643 0.438 -0.2 0.4 0.1
H 1.270 -3.295 -1.895 -0.2 -0.4 0.2
H 0.926 -1.607 -2.187 -0.6 0.1 -0.1
H -1.858 -1.745 -1.811 -0.1 -0.1 -0.2
H -0.712 -0.549 -1.390 0.6 0.1 -0.2
H -3.118 -0.950 -0.151 -0.3 0.0 0.2
H -1.863 0.135 0.388 0.2 0.1 0.4
H -1.984 -1.533 1.045 0.2 0.1 0.3
H -2.823 -3.258 -1.177 -0.3 -0.1 0.2
H -2.575 -3.561 0.546 -0.3 0.2 0.1
H -2.550 -4.905 -0.541 0.1 -0.4 -0.3
C -3.542 -4.052 -6.287 0.0 0.0 0.0
C -2.525 -3.191 -5.546 -0.1 0.0 -0.2
C -2.357 -3.594 -4.078 -0.2 0.1 -0.1
C -3.626 -3.454 -3.353 1.2 -0.2 -0.8
N -4.617 -3.339 -2.805 -1.3 0.2 0.5
H -4.540 -3.952 -5.856 0.0 0.0 0.1
H -3.607 -3.751 -7.333 0.0 0.0 0.0
H -3.261 -5.107 -6.256 0.0 0.0 0.0
H -2.828 -2.144 -5.603 0.1 0.0 0.1
H -1.556 -3.271 -6.041 0.0 0.0 0.1
H -1.611 -2.961 -3.597 0.0 0.0 0.1
H -2.022 -4.629 -3.997 0.0 0.0 0.1
C -2.558 4.123 -3.264 0.0 -0.1 -0.1
C -3.477 3.503 -2.219 0.0 0.2 -0.2
C -2.877 2.263 -1.550 -0.1 0.1 -0.2
C -2.612 1.209 -2.535 -0.2 1.0 1.1
N -2.397 0.387 -3.291 0.1 -0.9 -1.1
H -2.368 3.435 -4.090 0.0 -0.1 0.1
H -3.014 5.020 -3.685 0.0 0.0 0.0
H -1.603 4.408 -2.825 0.0 0.0 0.0
H -4.430 3.241 -2.685 0.0 -0.1 0.1
H -3.692 4.246 -1.446 0.0 -0.1 0.1
H -3.562 1.865 -0.800 0.1 -0.1 0.0
H -1.940 2.513 -1.050 0.0 0.0 0.0
C 4.411 -4.225 5.877 -0.1 0.0 0.0
C 3.523 -4.645 4.710 0.1 0.0 0.2
C 4.250 -4.617 3.363 -0.2 0.1 0.1
C 4.722 -3.267 3.054 -0.6 -1.9 0.1
N 5.074 -2.221 2.800 0.7 1.8 -0.2
H 4.753 -3.195 5.765 0.0 0.0 -0.1
H 3.862 -4.287 6.818 0.0 0.0 0.0
H 5.289 -4.871 5.954 0.0 0.0 0.0
H 2.653 -3.988 4.667 0.0 0.0 -0.1
H 3.152 -5.657 4.887 0.0 0.0 -0.1
H 3.582 -4.935 2.560 0.1 0.1 -0.1
H 5.107 -5.292 3.375 0.0 0.0 0.0
C -4.878 7.334 -0.093 0.0 0.0 0.0
C -3.867 7.295 1.047 -0.2 0.0 -0.1
C -2.517 7.914 0.668 -0.1 -0.2 0.0
C -1.911 7.186 -0.454 -0.5 0.8 1.1
N -1.454 6.605 -1.318 0.5 -0.7 -1.0
H -4.536 6.753 -0.951 0.0 0.0 0.0
H -5.831 6.912 0.228 0.0 0.0 0.0
H -5.057 8.359 -0.425 0.0 0.0 0.0
H -3.718 6.260 1.361 0.1 0.0 0.0
H -4.271 7.835 1.906 0.1 0.0 0.0
H -1.831 7.877 1.515 0.1 0.0 0.0
H -2.641 8.958 0.381 0.0 0.0 0.0
C 5.510 0.663 4.318 0.1 0.0 0.1
C 5.982 1.623 3.236 -0.1 -0.2 0.1
C 5.798 3.099 3.613 -0.2 -0.2 -0.1
C 4.383 3.419 3.851 1.5 -0.2 -0.2
N 3.289 3.669 4.036 -1.3 0.3 0.2
H 4.439 0.762 4.500 0.0 0.0 0.0
H 5.694 -0.365 4.011 0.0 0.1 0.0
H 6.037 0.840 5.261 0.0 0.1 0.0
H 5.443 1.409 2.312 0.0 0.0 0.0
H 7.041 1.447 3.036 0.0 0.1 0.0
H 6.164 3.743 2.813 0.0 0.1 0.0
H 6.359 3.333 4.518 0.0 0.0 0.0
```
Forces are in eV/Å.

Here are the Mulliken charges for atoms 1 to 2, given in e:
1. C -0.288
2. C -0.802



No. 2
DFT (wB97M-V/def2-TZVPD) results for a structure of composition C27H49NO10 in a non-equilibrium geometry.

As for the charge: 0. For the gap between HOMO and LUMO, the calculation gives 6.3 eV. For the energy relative to the best compared isomer or geometry (same formula, charge and spin), the calculation gives 942.4 kJ/mol. As for the total energy: -1864.466715 a.u.

```
87
Properties=species:S:1:pos:R:3:forces:R:3
C 39.025 0.768 6.092 3.2 4.5 4.4
C 39.186 2.246 5.517 0.2 -3.9 0.7
O 40.094 2.428 4.809 1.8 1.8 -1.4
N 38.012 3.062 5.549 -1.6 3.1 5.5
H 37.330 2.291 5.372 -2.0 -0.9 -0.8
H 37.728 3.434 6.566 1.0 -2.1 -2.0
C 37.753 4.317 4.779 -0.3 0.8 1.4
H 38.320 0.666 6.854 -1.3 0.2 0.8
H 39.985 0.331 6.536 -0.9 1.4 -0.6
H 38.868 0.185 5.336 -1.5 -3.2 -4.8
H 38.041 3.930 3.909 0.9 -0.5 -4.6
H 38.592 5.082 5.014 -2.1 -0.9 0.1
H 36.578 4.494 4.698 2.6 0.1 0.8
O 36.258 1.302 4.865 0.8 9.2 -3.6
H 36.240 0.509 5.144 -0.1 -8.9 3.0
C 35.381 0.610 9.600 -4.6 -1.9 -0.7
C 35.698 0.541 8.064 -8.0 1.3 0.4
C 34.560 -0.292 7.368 8.9 -1.7 -3.0
O 35.747 1.829 7.334 -0.5 0.5 8.6
H 34.309 0.945 9.811 1.2 -0.1 -0.7
H 35.960 1.360 9.806 3.3 4.5 2.4
H 35.469 -0.182 10.418 0.7 0.2 -2.1
H 36.549 0.136 8.031 5.8 -2.7 -0.8
H 33.833 0.295 7.437 -6.7 4.4 0.4
H 34.395 -1.310 7.684 0.2 -0.2 -0.1
H 35.064 -0.099 6.275 -2.9 -1.2 2.0
H 35.806 1.841 6.450 0.1 -1.3 -5.2
C 32.572 2.613 5.019 -1.0 -0.4 0.9
C 33.474 3.200 3.914 -2.3 1.5 1.5
C 32.865 4.481 3.419 8.2 -7.3 -8.9
O 34.652 3.496 4.557 2.7 0.4 0.9
H 33.090 1.834 5.516 0.9 -1.1 0.3
H 31.632 2.077 4.748 0.4 1.0 -0.2
H 32.413 3.301 5.933 0.0 -0.3 -2.0
H 33.735 2.615 3.033 -0.9 0.7 0.3
H 33.764 4.805 2.680 -1.5 0.4 1.9
H 32.537 5.151 3.914 -3.7 8.4 7.2
H 32.249 4.321 2.614 -2.4 -1.0 -1.6
H 35.150 2.660 4.755 -0.6 0.3 -0.3
C 37.836 2.807 1.218 -1.1 6.9 -3.5
C 36.459 2.428 1.705 -2.1 1.3 2.3
C 35.295 2.435 0.655 5.3 5.3 -1.1
O 36.409 1.156 2.273 -1.2 0.0 1.0
H 37.734 2.365 0.164 1.6 1.2 0.7
H 38.758 2.619 1.852 -1.4 0.6 -1.0
H 37.772 3.916 0.826 0.1 -1.5 1.4
H 36.231 3.154 2.496 -0.5 0.1 -0.1
H 34.431 2.165 1.066 -2.4 2.4 1.7
H 35.498 1.812 -0.156 0.6 -1.6 -1.3
H 35.082 3.351 0.106 0.5 0.8 0.4
H 36.466 1.097 3.298 -0.4 1.1 -1.1
C 38.846 -1.180 0.119 -2.0 -0.8 -3.0
C 37.848 -0.425 0.953 2.7 -1.9 2.9
C 37.718 -1.119 2.435 1.2 -0.5 -0.8
O 38.463 0.796 1.199 4.0 -5.5 -0.1
H 38.643 -2.222 0.087 -0.2 -1.2 0.5
H 39.851 -1.041 0.300 2.1 0.5 1.3
H 38.810 -0.977 -0.990 -0.4 0.5 0.9
H 36.912 -0.376 0.471 -1.2 0.2 -0.4
H 36.931 -1.990 2.440 2.0 1.2 0.1
H 37.352 -0.333 3.112 0.4 -1.0 -0.3
H 38.892 -1.338 2.807 -3.3 0.0 -1.1
H 37.884 1.476 1.083 -1.5 -0.9 -0.5
C 33.415 0.571 2.865 2.2 0.7 -5.7
C 33.663 0.570 1.384 -1.6 -3.0 5.1
C 32.831 -0.412 0.573 1.7 0.9 0.4
O 33.140 -0.753 -0.557 0.0 0.5 0.1
C 31.745 -1.096 1.223 -2.9 -1.3 4.1
C 31.547 -1.122 2.662 0.2 -1.3 -4.6
C 32.449 -0.275 3.517 -2.5 -1.9 2.4
O 32.242 -0.393 4.756 1.2 0.7 -2.6
H 34.009 1.306 3.425 -0.2 -2.2 0.0
H 34.560 1.152 0.944 -2.8 -5.0 1.1
H 31.104 -1.643 0.467 0.7 0.4 1.4
H 30.825 -1.906 3.148 1.4 2.0 -0.9
C 39.407 -3.325 5.494 2.1 2.1 5.2
C 39.277 -2.419 6.725 -0.7 -4.4 -6.5
C 38.067 -1.705 7.087 -1.7 -0.2 -1.7
O 37.823 -1.047 8.076 2.3 -1.2 1.3
C 36.975 -1.770 6.118 -1.5 -4.6 -5.2
C 37.008 -2.837 5.003 -1.1 4.9 4.0
C 38.256 -3.488 4.628 -0.1 -3.6 -3.4
O 38.335 -4.277 3.596 -0.4 3.2 4.0
H 40.375 -4.049 5.283 -2.6 2.4 0.6
H 40.064 -2.242 7.321 3.0 0.1 2.1
H 36.050 -1.119 6.300 1.9 -1.9 -0.4
H 36.115 -3.044 4.386 0.7 0.3 0.4
```
Forces are in eV/Å.

Here are the Mulliken charges for atoms 1 to 2, given in e:
1. C -0.726
2. C 0.302